C42H63N6O4PSSiSn | ωB97M-V/def2-TZVPD

**Energy above the lowest of the compared OMol25 structures with the same formula, charge and spin**: 0.0 kJ/mol
**Kohn-Sham gap**: 0.2690 Ha
**Charge**: +2

```
119
Properties=species:S:1:pos:R:3:lowdin_charge:R:1
Sn -0.1207 0.5149 -0.0592 1.1272
C -3.2842 0.6732 3.2379 -0.0094
C -2.4453 0.2241 2.2151 -0.1412
N -1.7439 1.0610 1.4702 0.0031
C -1.8397 2.4060 1.6760 -0.1502
C -2.6799 2.9413 2.6750 -0.1351
C -3.4064 2.0236 3.4591 0.0430
C -2.7038 4.3426 2.8708 -0.0111
C -1.8641 5.1307 2.1346 -0.0332
C -1.0170 4.5904 1.1385 -0.0089
C -1.0342 3.2477 0.8474 -0.2256
N -0.2337 2.5790 -0.0884 -0.0366
C 0.4437 3.2302 -1.1260 -0.2210
C 0.1906 4.4626 -1.6760 0.0020
C 1.0528 5.0081 -2.6584 -0.0342
C 2.1363 4.3211 -3.1296 -0.0111
C 2.3521 2.9904 -2.6951 -0.1412
C 3.3535 2.1411 -3.2019 0.0432
C 3.4036 0.8247 -2.8097 -0.0031
C 2.4558 0.3491 -1.9042 -0.0832
N 1.5717 1.1482 -1.3367 0.0040
C 1.4944 2.4532 -1.7140 -0.1853
H -3.8154 -0.0475 3.8409 0.1218
H -2.3383 -0.8302 2.0083 0.0713
H -4.0578 2.3989 4.2384 0.1355
H -3.3590 4.7659 3.6188 0.1247
H -1.8313 6.1966 2.3113 0.1202
H -0.3114 5.2489 0.6538 0.1132
H -0.6828 5.0251 -1.3803 0.1157
H 0.8360 5.9963 -3.0387 0.1197
H 2.8110 4.7631 -3.8492 0.1248
H 4.0590 2.5285 -3.9254 0.1353
H 4.1443 0.1456 -3.2058 0.1227
H 2.4178 -0.6941 -1.6337 0.1030
C 3.3505 2.3921 1.2566 -0.0056
C 2.5911 1.7256 2.3874 -0.5783
C 1.6583 2.6948 3.0899 0.0049
C 3.5740 1.1230 3.3819 -0.0175
O 1.7363 0.6782 1.7774 -0.2385
Si 1.5511 -0.8350 2.4076 -0.0818
S 0.0333 -1.5561 1.0528 0.5414
O 0.9531 -0.6636 3.8869 -0.1322
C 0.7024 -1.5777 4.9876 -0.6154
C -0.0121 -0.7456 6.0390 -0.0148
C 2.0246 -2.1088 5.5168 -0.0090
C -0.1831 -2.7073 4.4845 -0.0248
O 2.8528 -1.7660 2.3877 -0.1284
C 3.5140 -2.8002 1.6258 -0.6225
C 2.7098 -4.0862 1.7364 -0.0188
C 3.6435 -2.3536 0.1801 -0.0290
C 4.8835 -2.9611 2.2673 -0.0107
H 4.0772 3.0916 1.6668 0.1041
H 2.6775 2.9488 0.6075 0.0745
H 3.8873 1.6503 0.6656 0.0930
H 2.2389 3.4881 3.5596 0.1062
H 1.0900 2.1790 3.8629 0.0953
H 0.9624 3.1520 2.3791 0.0698
H 4.2221 1.9208 3.7419 0.1075
H 4.1994 0.3600 2.9238 0.0886
H 3.0631 0.6907 4.2415 0.0837
H 0.6503 0.0244 6.4325 0.0927
H -0.3368 -1.3757 6.8660 0.0983
H -0.8873 -0.2616 5.6045 0.0802
H 2.6400 -1.2954 5.8996 0.0944
H 2.5809 -2.6237 4.7359 0.0697
H 1.8415 -2.8102 6.3297 0.1021
H -1.1043 -2.3104 4.0565 0.0780
H -0.4442 -3.3771 5.3022 0.1012
H 0.3309 -3.2966 3.7221 0.0738
H 1.7140 -3.9670 1.3071 0.0617
H 2.6085 -4.3817 2.7805 0.0914
H 3.2167 -4.8905 1.2041 0.0996
H 2.6536 -2.2481 -0.2662 0.0461
H 4.2027 -3.0923 -0.3941 0.1037
H 4.1749 -1.4018 0.1276 0.0921
H 4.7782 -3.1706 3.3306 0.0918
H 5.4729 -2.0517 2.1505 0.0909
H 5.4248 -3.7853 1.8043 0.0989
O -0.5127 -0.4398 -1.8274 -0.3935
P -1.6178 -0.9323 -2.7912 0.6148
N -3.0971 -0.6032 -2.1834 -0.1867
C -4.1597 0.1796 -2.8477 -0.1612
C -5.3487 0.0390 -1.8979 -0.1472
C -4.7000 -0.1501 -0.5277 -0.1557
C -3.5130 -1.0507 -0.8475 -0.1872
N -1.4325 -2.5352 -3.0266 -0.1631
C -2.5722 -3.3354 -3.5410 -0.1711
C -2.1732 -4.7781 -3.2440 -0.1515
C -1.3075 -4.6574 -1.9942 -0.1581
C -0.4984 -3.3967 -2.2645 -0.1759
N -1.4907 -0.1383 -4.2006 -0.1798
C -1.0401 1.2597 -4.3078 -0.1708
C -0.4249 1.3084 -5.6996 -0.1565
C -1.3555 0.4019 -6.5022 -0.1496
C -1.6858 -0.7404 -5.5372 -0.1690
H -4.3760 -0.2093 -3.8420 0.1157
H -3.8620 1.2258 -2.9492 0.1117
H -5.9382 -0.8417 -2.1558 0.1215
H -6.0030 0.9065 -1.9430 0.1210
H -5.3702 -0.5976 0.2034 0.1218
H -4.3533 0.8092 -0.1356 0.1100
H -3.8146 -2.1034 -0.8633 0.1240
H -2.6964 -0.9600 -0.1267 0.0514
H -2.7300 -3.1665 -4.6053 0.1048
H -3.4906 -3.0620 -3.0145 0.1078
H -1.5833 -5.1817 -4.0677 0.1214
H -3.0451 -5.4143 -3.1084 0.1208
H -0.6697 -5.5244 -1.8364 0.1200
H -1.9296 -4.5251 -1.1060 0.1157
H 0.3799 -3.6244 -2.8740 0.1243
H -0.1649 -2.9000 -1.3598 0.0458
H -0.3359 1.4993 -3.5111 0.0943
H -1.8862 1.9515 -4.2398 0.1191
H 0.5849 0.8939 -5.6768 0.1170
H -0.3765 2.3219 -6.0931 0.1195
H -0.9037 0.0293 -7.4188 0.1200
H -2.2624 0.9448 -6.7705 0.1196
H -1.0070 -1.5857 -5.6653 0.1189
H -2.7084 -1.0962 -5.6718 0.1075
```